Entry 1:
Computed, not measured: C6H12O in the gas phase, with ωB97M-V/def2-TZVPD.

Structure (ORCA input):
```
! wB97M-V def2-TZVPD RIJCOSX def2/J DEFGRID3
* xyz 0 1
C 0.021 -2.140 -1.372
C 0.348 0.433 -1.243
O -0.716 -0.954 -1.090
C -0.847 -0.583 0.318
C 0.065 0.639 0.275
C -0.622 1.958 0.627
C 1.332 0.463 1.116
H 0.162 -2.153 -2.453
H 0.999 -2.101 -0.886
H -0.558 -3.012 -1.049
H -0.385 1.056 -1.791
H -0.516 -1.409 0.959
H -1.905 -0.378 0.500
H -1.563 2.074 0.077
H 0.029 2.795 0.349
H -0.831 2.048 1.702
H 2.057 1.245 0.867
H 1.809 -0.500 0.902
H 1.120 0.519 2.192
*
```

Computed properties:
Relative energy (zero: lowest compared OMol25 entry of this formula, charge and spin), eV: 4.7259
Electronic energy, eV: -8459.628
E_HOMO, eV: -7.4
HOMO-LUMO gap, eV: 8.27
LUMO level, eV: 0.838


Entry 2:
Computed, not measured: 5 unconnected molecules or ions with the total composition C42H48BBr3IN5O13PS at a distorted geometry, with ωB97M-V/def2-TZVPD.

Structure (ORCA input):
```
! wB97M-V def2-TZVPD RIJCOSX def2/J DEFGRID3
* xyz 1 1
C 1.013 -1.164 -0.710
O 2.044 -0.670 0.256
C 2.570 0.548 -0.398
C 3.350 1.578 0.622
C 2.282 2.379 1.610
C 1.609 3.642 0.806
C 1.829 4.993 1.752
C 0.477 5.912 1.625
C -0.642 5.658 2.806
C -1.002 4.076 3.074
C -1.963 3.353 1.911
I -2.685 4.510 0.144
C -2.405 1.763 2.096
C -3.391 1.135 0.909
O -2.854 1.044 -0.307
O -4.761 0.806 1.311
C -5.393 -0.203 0.454
Br -4.343 -1.916 0.259
C -5.926 0.401 -1.010
C -6.025 2.044 -1.035
Br -4.899 -0.370 -2.581
C -1.891 0.950 3.422
P -2.445 -0.870 3.656
S -4.321 -0.801 4.299
C -0.935 1.789 4.509
C -0.452 0.966 5.866
B -1.550 1.230 7.104
O -2.967 0.789 6.970
O -1.169 1.864 8.387
N -0.547 3.267 4.297
Br 0.502 4.125 5.645
H -0.047 -0.690 -0.500
H 0.980 -2.341 -0.595
H 1.361 -0.966 -1.831
H 1.675 1.120 -0.919
H 3.350 0.250 -1.235
H 3.990 2.371 0.025
H 4.089 1.009 1.360
H 2.929 2.722 2.552
H 1.441 1.666 2.050
H 2.168 3.797 -0.237
H 0.472 3.496 0.538
H 2.706 5.597 1.228
H 2.156 4.740 2.847
H 0.071 5.805 0.533
H 0.825 7.049 1.735
H -1.657 6.201 2.489
H -0.262 6.241 3.756
H -6.397 -0.524 1.015
H -7.043 0.010 -1.163
H -6.755 2.454 -0.196
H -6.409 2.393 -2.101
H -4.961 2.561 -0.905
H -2.330 -1.549 2.368
H -1.636 -1.632 4.580
H -0.443 -0.209 5.719
H 0.649 1.246 6.210
H -3.501 1.443 6.421
H -1.810 2.630 8.511
C 9.433 0.371 -1.744
C 8.919 1.582 -1.277
C 7.653 2.008 -1.686
C 6.906 1.208 -2.561
C 7.424 -0.005 -3.037
C 8.692 -0.419 -2.624
N 5.565 1.638 -2.974
O 5.150 2.725 -2.547
O 4.923 0.887 -3.723
H 10.418 0.040 -1.418
H 9.503 2.192 -0.593
H 7.266 2.954 -1.313
H 6.857 -0.633 -3.721
H 9.101 -1.360 -2.985
C -3.228 -5.154 -0.354
C -4.479 -5.643 0.025
C -4.972 -6.820 -0.543
C -4.197 -7.504 -1.490
C -2.944 -7.011 -1.878
C -2.463 -5.832 -1.305
N -4.698 -8.755 -2.072
O -5.820 -9.148 -1.718
O -3.970 -9.348 -2.881
H -2.845 -4.240 0.096
H -5.070 -5.109 0.766
H -5.948 -7.188 -0.238
H -2.335 -7.530 -2.615
H -1.490 -5.443 -1.597
C -2.196 2.224 -8.255
C -1.988 2.213 -6.875
C -3.073 2.327 -6.003
C -4.367 2.448 -6.527
C -4.578 2.467 -7.912
C -3.485 2.354 -8.774
N -5.514 2.543 -5.615
O -5.284 2.542 -4.396
O -6.645 2.615 -6.116
H -1.348 2.129 -8.931
H -0.980 2.112 -6.479
H -2.894 2.317 -4.930
H -5.577 2.565 -8.332
H -3.639 2.365 -9.851
C 3.484 -2.801 1.765
C 2.680 -3.918 1.995
C 3.235 -5.083 2.528
C 4.603 -5.117 2.832
C 5.415 -4.000 2.594
C 4.848 -2.841 2.059
N 5.188 -6.330 3.415
O 4.441 -7.304 3.593
O 6.394 -6.310 3.701
H 3.045 -1.893 1.355
H 1.618 -3.880 1.762
H 2.595 -5.945 2.701
H 6.479 -4.014 2.821
H 5.469 -1.968 1.874
*
```

Computed properties:
Electronic energy, eV: -317397.549
E_HOMO, eV: -11.5
HOMO-LUMO gap, eV: 6.29
LUMO level, eV: -5.211


Entry 3:
Computed, not measured: a molecular structure, ClH4PSi at a distorted geometry, with ωB97M-V/def2-TZVPD.

Structure (ORCA input):
```
! wB97M-V def2-TZVPD RIJCOSX def2/J DEFGRID3
* xyz 0 1
Si 1.012 0.033 1.829
P -1.364 -0.890 -1.028
Cl 2.955 -0.438 1.744
H 1.242 1.504 1.753
H -2.143 0.698 -0.756
H -1.627 -0.626 -2.469
H -0.075 -0.281 -1.072
*
```

Computed properties:
Relative energy (zero: lowest compared OMol25 entry of this formula, charge and spin), eV: 2.9588
Electronic energy, eV: -29751.357
E_HOMO, eV: -8.9
HOMO-LUMO gap, eV: 8.05
LUMO level, eV: -0.845